C14H37BrN3O6V | ωB97M-V with the def2-TZVPD basis set

Geometry as ORCA input:
```
! RIJCOSX wB97M-V def2-TZVPD def2/J DEFGRID3
* xyz 0 1
O -5.82 3.60 -14.95
V -7.21 4.38 -14.87
O -7.56 4.72 -16.37
Br -6.97 6.94 -14.14
C -6.55 -0.86 -10.97
O -7.86 -0.42 -10.72
C -8.61 -0.39 -11.92
C -9.73 0.59 -11.76
N -9.24 1.93 -11.46
C -10.29 2.84 -10.96
C -9.66 4.03 -10.27
O -8.94 4.75 -11.23
C -8.55 6.06 -10.84
H -5.99 -0.10 -11.53
H -6.50 -1.79 -11.54
H -6.03 -1.02 -10.02
H -9.02 -1.38 -12.17
H -7.96 -0.14 -12.77
H -10.39 0.26 -10.92
H -10.41 0.67 -12.62
H -8.53 1.85 -10.74
H -10.84 2.23 -10.23
H -10.96 3.17 -11.75
H -9.05 3.73 -9.40
H -10.47 4.64 -9.85
H -8.39 6.14 -9.76
H -9.31 6.77 -11.20
H -7.67 6.30 -11.42
C -9.30 10.71 -14.97
C -7.93 11.05 -15.55
C -7.88 12.54 -15.93
O -6.57 12.99 -16.05
C -6.55 14.38 -16.27
N -6.85 10.76 -14.59
H -9.41 11.01 -13.93
H -9.36 9.61 -14.96
H -10.16 11.03 -15.55
H -7.64 10.46 -16.42
H -8.38 13.09 -15.11
H -8.47 12.67 -16.84
H -7.16 14.88 -15.50
H -7.06 14.63 -17.20
H -5.51 14.69 -16.24
H -7.01 9.80 -14.30
H -6.95 11.27 -13.71
C -3.55 8.94 -14.35
C -3.52 8.48 -15.81
C -3.03 7.05 -15.92
O -2.89 6.72 -17.28
C -2.26 5.47 -17.45
N -4.82 8.68 -16.47
H -2.53 9.03 -13.98
H -3.99 8.17 -13.71
H -4.06 9.90 -14.29
H -2.81 9.16 -16.29
H -3.80 6.36 -15.52
H -2.15 6.86 -15.29
H -2.37 5.17 -18.49
H -2.77 4.71 -16.84
H -1.20 5.55 -17.21
H -4.77 8.13 -17.32
H -5.51 8.17 -15.92
*
```

Its strongest force on any atom is 0.060 Eh/bohr. The HOMO-LUMO gap is 0.2199 Ha. The HOMO energy comes out at -8.46 eV. Its total energy is -4689.2208 Eh. The molar mass is 474.3 g mol⁻¹. Its relative energy (zero: lowest compared OMol25 entry of this formula, charge and spin) is 89.75 kcal per mole.